Record 1
Formula: C20H21N2O
Source: the OMol25 dataset
Level of theory: the ωB97M-V functional and the def2-TZVPD basis

XYZ file:
```
44
C20H21N2O, DFT the ωB97M-V functional and the def2-TZVPD basis
C -2.44652 -0.54755 -1.82609
H 3.45419 -3.25889 -0.74717
H -1.04218 2.21506 -0.26317
N 2.05285 1.49185 3.38552
H -3.73456 -1.96674 -2.80560
C 0.10177 0.44338 -0.64510
N 3.10504 1.86752 3.65347
C -6.01796 -0.52869 -3.13046
O -0.04640 3.06556 3.14994
H -5.42712 1.92038 -2.14475
H -3.29348 2.68621 -1.11080
C -4.72395 -0.07596 -2.52883
C 4.72724 -1.76554 0.14273
C 3.69240 0.39855 0.53092
C -0.24603 1.84000 3.17049
H -2.24577 1.51107 2.46933
C 5.92918 -2.65366 0.21190
H -6.84642 -0.44338 -2.41497
H -2.09675 1.69607 4.22840
C -2.27888 0.78166 -1.33069
H 3.77582 1.43994 0.84918
H -5.95115 -1.57519 -3.44177
C 0.86584 0.94855 3.05455
C 2.42902 -0.08033 0.07044
C 4.80482 -0.43033 0.56393
C -4.58336 1.23498 -2.04886
C -3.39846 1.65904 -1.46450
H 5.69753 -3.64471 -0.18676
H 0.78241 -0.13425 2.92085
C 2.38085 -1.43028 -0.38191
H 6.76946 -2.24457 -0.36234
H 6.27468 -2.77460 1.24582
C -1.62384 1.26235 3.33833
H 1.29052 1.70289 0.61102
H -1.62290 -1.25853 -1.74279
H 5.76290 -0.05698 0.93452
H 1.43085 -1.84356 -0.72726
H -6.28954 0.07018 -4.00918
C 1.25104 0.74313 0.08648
H -1.59849 0.17490 3.44718
C 3.51096 -2.23538 -0.37046
C -3.63536 -0.95068 -2.41933
C -1.06172 1.21301 -0.70571
H 0.12149 -0.46647 -1.25650
```

Properties
**Molar mass**: 305.40 g mol⁻¹
**Largest force on an atom**: 4.32 eV/A
**LUMO**: -5.552 eV
**Orbital gap**: 6.2 eV
**Energy relative to the best compared isomer or geometry (same formula, charge and spin)**: 65.38 kcal per mole
**DFT total energy**: -959.14660 Ha
**Total charge**: +1
**HOMO**: -11.8 eV

=====

Record 2
Formula: C20H21N2O2
Source: the OMol25 dataset
Level of theory: the ωB97M-V functional and the def2-TZVPD basis

XYZ file:
```
45
C20H21N2O2, DFT the ωB97M-V functional and the def2-TZVPD basis
C -0.00786 -1.68919 3.12517
C 1.32033 -1.11517 2.67207
C 1.47918 0.14776 2.08778
N 0.19689 -3.34440 6.28162
H -1.21309 -4.12723 3.33180
C 3.72140 -1.40152 2.67770
H 2.85510 1.72303 1.55270
C -1.11000 -4.28996 4.40685
C 2.74695 0.70319 1.92743
H 6.44602 1.98127 2.17923
C -3.55703 -0.59630 2.40332
H -6.42454 0.48837 2.72084
C 2.45637 -1.91420 2.87516
H 4.61330 -1.99557 2.86407
H -4.94028 -1.34705 0.93194
H -2.50527 -2.47408 2.45674
H 4.80512 2.49238 2.70943
C 3.88214 -0.04896 2.29228
O 5.14813 0.44546 2.32580
H 5.10820 2.07577 0.98488
H -2.25450 2.47178 3.16699
H 1.33350 -0.46173 5.28230
H -5.43893 -1.62523 2.61257
H -0.28662 1.02409 3.68436
C -0.23524 -3.28381 5.02566
C -2.43693 -1.39248 2.61988
H 2.35387 -2.95291 3.19704
H -0.19320 -2.57805 2.50839
C 5.37355 1.84138 2.02745
C -4.93662 -0.91995 1.94196
H 1.34552 -2.00551 7.54571
C -3.47457 0.80073 2.58640
C -1.20137 0.58130 3.28965
O -4.63126 1.46880 2.30877
C -5.64057 0.44276 1.95316
C -1.23202 -0.79346 2.99666
N 0.16561 -2.12746 4.50545
H 0.61962 0.73416 1.75499
H -2.10065 -4.23932 4.88716
C -2.29266 1.39890 3.03712
C 0.91042 -2.18608 6.58127
H 0.01586 -4.12808 6.90252
H -0.69524 -5.29149 4.58148
H -6.07043 0.71774 0.98082
C 0.88085 -1.41834 5.47296
```

Properties
**SMILES string**: COc1ccc([C@H](c2ccc3c(c2)CCO3)n2cc[nH+]c2C)cc1
**Molar mass**: 321.40 g mol⁻¹
**Largest force on an atom**: 1.40 eV/A
**LUMO**: -2.402 eV
**Orbital gap**: 8.5 eV
**Energy relative to the best compared isomer or geometry (same formula, charge and spin)**: 0.00 kcal per mole
**DFT total energy**: -1034.49151 Ha
**Total charge**: +1
**HOMO**: -10.9 eV

=====

Record 3
Formula: C20H21N3O3PbS
Source: the OMol25 dataset
Level of theory: the ωB97M-V functional and the def2-TZVPD basis

XYZ file:
```
49
C20H21N3O3PbS, DFT the ωB97M-V functional and the def2-TZVPD basis
H -3.02167 -0.35578 -4.00470
C 3.21269 -4.10306 1.49914
H -0.00716 3.31779 3.26259
H 2.42007 3.87708 2.92808
H -3.69291 -0.07130 0.00783
O -1.05307 -2.38435 0.90048
H 4.97369 -4.19966 0.23576
C 1.71600 -1.03203 -0.97959
C 1.86102 3.34410 2.15566
H 1.31451 1.46438 -3.37702
H 2.11550 1.91381 -0.91225
H -5.07878 0.35205 2.03000
H -2.24907 -1.60067 -0.78002
H 1.36444 -0.40299 -3.37706
H 3.50681 3.09652 0.75454
O 0.18766 -0.49111 1.91479
C -2.35160 -1.36547 -1.85250
H -1.85481 2.85141 3.47424
H 0.20112 0.48832 -4.40202
C -2.31174 2.20117 2.74066
C -4.10376 0.82170 1.95115
H 4.19461 -2.31985 -1.25948
H -2.97783 1.54164 -3.79689
H -3.36716 -1.01305 -2.10055
C -3.58235 1.65907 2.93845
C -3.32771 0.58990 0.79561
N 0.42139 -0.87713 -0.60801
H -4.14593 1.88647 3.84740
C 2.46010 2.93036 0.96716
C 2.36331 -2.09056 -0.18071
C -1.59495 1.90055 1.55763
H -1.68599 0.65511 -4.65512
C -0.20387 2.36339 1.34720
H 1.35692 -3.75855 2.57590
C 1.66611 2.27508 0.01062
C 3.60550 -2.67758 -0.41847
C 0.51309 3.04913 2.35300
N 0.37400 2.06000 0.18338
C 4.02047 -3.70503 0.42142
N -2.13876 1.14311 0.60031
H -2.05706 -2.21400 -2.49353
H 3.55177 -4.91556 2.13625
C 1.98785 -3.46493 1.74558
C -2.63067 0.59503 -4.05231
O 2.37117 -0.35363 -1.80201
C 0.93729 0.50970 -3.57150
C 1.58453 -2.45120 0.88844
S 0.10876 -1.49748 0.91550
Pb -0.95351 0.45810 -2.51497
```

Properties
**Molar mass**: 590.67 g mol⁻¹
**Largest force on an atom**: 5.06 eV/A
**LUMO (alpha / beta)**: -1.562 / -1.562 eV
**Orbital gap (alpha / beta)**: 6.4 / 6.4 eV
**Energy relative to the best compared isomer or geometry (same formula, charge and spin)**: 96.35 kcal per mole
**DFT total energy**: -1755.51877 Ha
**Total charge**: 0
**HOMO (alpha / beta)**: -7.9 / -7.9 eV